One molecule with the formula C5H5NO. Source: OMol25; level of theory: ωB97M-V/def2-TZVPD.

XYZ file:
```
12
Properties=species:S:1:pos:R:3:forces:R:3
N 0.4755 -1.9642 -1.6208 0.01 0.60 0.07
C 0.5182 -0.7532 -1.4167 -0.01 -0.32 -0.01
C 0.6482 0.5067 -1.0784 -0.02 -0.19 -0.11
C 0.6613 0.8549 0.4030 0.08 0.00 0.06
C -0.7073 0.7202 1.0463 -0.13 -0.13 0.07
C -1.1549 -0.4283 1.5024 -0.22 -0.54 0.31
O -1.5409 -1.4527 1.9163 0.34 0.87 -0.33
H -0.4699 -2.3488 -1.6262 0.06 0.00 -0.08
H 0.6259 1.2795 -1.8392 0.03 -0.14 0.09
H 1.3836 0.2203 0.9274 -0.12 0.07 -0.08
H 1.0092 1.8829 0.5352 -0.06 -0.15 -0.04
H -1.4230 1.5324 0.9946 0.02 -0.10 0.05
```
Forces are in eV/Å.

Summary:
- F_max (hartree/bohr) = 0.019
- relative energy (zero: lowest compared OMol25 entry of this formula, charge and spin) (eV) = 2.2674
- E_LUMO (eV) = 0.69
- net charge = 0
- Kohn-Sham gap (eV) = 9.40
- total energy (eV) = -8801.1517
- SMILES string = N=C=CCC=C=O
- HOMO (eV) = -8.701

---

One molecule with the formula C4H8N2O. Source: OMol25; level of theory: ωB97M-V/def2-TZVPD.

XYZ file:
```
15
Properties=species:S:1:pos:R:3:forces:R:3
H 1.1561 1.8002 -1.5107 -0.30 -0.24 -0.18
N 1.4941 1.5840 -0.5792 0.25 0.83 -0.03
C 0.7882 0.7730 0.0621 0.72 -2.05 1.59
C 1.2476 0.2955 1.4545 0.27 1.24 -0.36
C -0.2960 -0.1177 -0.4160 -0.78 0.19 -1.72
C -0.1228 -0.8714 -1.5115 -0.30 0.36 0.38
N -1.5141 0.0256 0.2521 -0.38 -0.08 0.39
O -2.3953 -1.0918 0.1952 0.45 0.16 -0.18
H 2.1568 0.8444 1.6925 0.04 -0.07 0.12
H 0.5119 0.5367 2.2199 -0.10 -0.11 0.10
H 1.4517 -0.7723 1.4690 -0.15 -0.07 -0.13
H 0.8149 -0.8750 -2.0314 0.28 0.08 -0.04
H -0.9254 -1.4453 -1.9415 -0.07 -0.30 0.15
H -1.4254 0.2661 1.2371 -0.07 -0.18 -0.34
H -2.9424 -0.9519 -0.5920 0.14 0.22 0.24
```
Forces are in eV/Å.

Summary:
- F_max (hartree/bohr) = 0.052
- relative energy (zero: lowest compared OMol25 entry of this formula, charge and spin) (eV) = 3.6999
- E_LUMO (eV) = 0.83
- net charge = 0
- Kohn-Sham gap (eV) = 9.60
- total energy (eV) = -9302.6933
- SMILES string = [H]/N=C(/C)C(=C)NO
- HOMO (eV) = -8.765